# 1
{
  "formula": "C57H60As2N3O9RbSSb",
  "method": "ωB97M-V/def2-TZVPD",
  "gap_ev": 4.93,
  "charge": -1,
  "multiplicity": 1,
  "homo_ev": -4.0467,
  "largest_force_ha_per_bohr": 0.1336,
  "elements": ["Rb", "C", "C", "As", "C", "C", "C", "C", "C", "C", "C", "C", "C", "C", "C", "C", "As", "C", "C", "C", "C", "C", "C", "C", "C", "C", "C", "C", "C", "H", "H", "H", "H", "H", "H", "H", "H", "H", "H", "H", "H", "H", "H", "H", "H", "H", "H", "H", "H", "H", "H", "H", "H", "O", "H", "H", "O", "H", "H", "O", "H", "H", "O", "H", "H", "O", "H", "H", "O", "N", "O", "O", "C", "O", "C", "C", "C", "C", "C", "C", "H", "H", "H", "H", "H", "N", "C", "S", "C", "C", "C", "N", "C", "C", "H", "H", "H", "H", "H", "H", "C", "C", "C", "C", "C", "C", "Sb", "C", "C", "C", "C", "C", "C", "C", "C", "C", "C", "C", "C", "H", "H", "H", "H", "H", "H", "H", "H", "H", "H", "H", "H", "H", "H", "H"],
  "positions_angstrom": [[1.035, -0.189, -0.764], [-4.108, 0.872, -2.930], [-3.497, 1.814, -3.927], [-1.693, 1.023, -4.465], [-1.346, 2.270, -5.996], [-1.724, 3.609, -5.966], [-0.959, 4.556, -6.641], [0.107, 4.124, -7.463], [0.366, 2.741, -7.638], [-0.369, 1.824, -6.908], [-2.311, -0.517, -5.527], [-3.594, -0.534, -6.124], [-3.754, -1.427, -7.203], [-2.683, -2.204, -7.732], [-1.485, -2.263, -6.982], [-1.325, -1.438, -5.856], [-3.819, 1.349, -1.030], [-4.567, 3.142, -0.978], [-3.649, 4.098, -0.590], [-4.074, 5.416, -0.319], [-5.409, 5.736, -0.460], [-6.287, 4.777, -0.811], [-5.915, 3.461, -1.029], [-5.401, 0.410, -0.370], [-5.712, -0.877, -0.772], [-6.604, -1.717, -0.074], [-7.230, -1.320, 1.120], [-6.987, 0.011, 1.506], [-6.087, 0.834, 0.799], [-3.655, -0.121, -2.973], [-5.213, 0.756, -3.025], [-3.288, 2.806, -3.464], [-4.073, 2.085, -4.822], [-2.648, 3.963, -5.500], [-1.205, 5.633, -6.612], [0.635, 4.878, -8.001], [1.176, 2.412, -8.289], [-0.186, 0.755, -7.013], [-4.306, 0.269, -5.956], [-4.770, -1.586, -7.544], [-2.732, -2.700, -8.703], [-0.801, -3.102, -7.200], [-0.447, -1.509, -5.170], [-2.567, 3.961, -0.574], [-3.420, 6.236, -0.083], [-5.717, 6.780, -0.241], [-7.380, 5.051, -0.753], [-6.704, 2.761, -1.304], [-5.119, -1.345, -1.569], [-6.745, -2.714, -0.441], [-8.040, -1.940, 1.571], [-7.511, 0.461, 2.342], [-5.884, 1.804, 1.213], [-1.306, -3.725, -1.857], [-0.736, -3.299, -2.578], [-1.619, -4.603, -2.027], [-1.622, -1.101, -0.922], [-1.530, -2.132, -0.978], [-1.937, -1.005, 0.016], [-0.132, -0.300, 1.810], [-0.770, -0.329, 2.569], [0.669, 0.256, 2.071], [3.227, -0.755, 1.242], [3.450, 0.198, 1.046], [2.682, -0.711, 2.048], [1.379, 2.913, -1.579], [2.267, 2.956, -1.194], [0.864, 3.498, -1.016], [2.775, -1.821, -3.671], [1.702, -2.270, -3.801], [0.725, -1.960, -3.135], [1.643, 1.351, 2.394], [2.537, 2.194, 1.983], [3.412, 1.899, 1.101], [2.513, 3.543, 2.610], [1.562, 3.844, 3.576], [1.470, 5.150, 4.054], [2.245, 6.117, 3.414], [3.192, 5.788, 2.415], [3.421, 4.467, 2.088], [0.924, 3.046, 3.919], [0.835, 5.496, 4.851], [2.126, 7.181, 3.719], [3.678, 6.577, 1.861], [4.202, 4.189, 1.379], [-5.061, 1.198, 7.599], [-3.893, 1.760, 7.195], [-3.239, 3.044, 8.040], [-3.213, 0.985, 6.114], [-2.551, 1.781, 5.172], [-1.968, 1.161, 4.101], [-1.905, -0.186, 4.010], [-2.566, -0.921, 4.950], [-3.285, -0.366, 6.020], [-5.382, 1.614, 8.490], [-5.580, 0.717, 6.865], [-2.624, 2.845, 5.250], [-1.655, 1.784, 3.249], [-2.501, -2.028, 4.817], [-3.797, -0.958, 6.725], [8.201, -6.165, -0.320], [8.579, -4.856, -0.233], [7.594, -3.850, -0.048], [6.216, -4.207, 0.114], [5.818, -5.523, -0.042], [6.832, -6.507, -0.291], [4.684, -2.655, 0.536], [3.571, -3.869, 1.959], [2.182, -3.937, 1.922], [1.533, -5.084, 2.423], [2.277, -6.058, 3.123], [3.654, -5.858, 3.282], [4.316, -4.754, 2.696], [6.001, -2.011, 2.166], [5.792, -2.256, 3.543], [6.841, -1.894, 4.455], [7.965, -1.173, 4.026], [8.040, -0.814, 2.722], [7.129, -1.283, 1.729], [8.940, -6.962, -0.374], [9.630, -4.605, -0.409], [7.806, -2.832, -0.238], [4.781, -5.901, 0.016], [6.556, -7.518, -0.546], [1.671, -3.212, 1.260], [0.453, -5.275, 2.280], [1.769, -6.910, 3.582], [4.210, -6.614, 3.802], [5.357, -4.671, 2.856], [4.887, -2.686, 3.954], [6.836, -2.253, 5.459], [8.717, -0.802, 4.732], [8.867, -0.259, 2.357], [7.349, -0.996, 0.741]],
  "lowdin_charge": [0.777, -0.485, -0.462, 1.352, -0.377, -0.135, -0.099, -0.092, -0.086, -0.119, -0.410, -0.096, -0.095, -0.085, -0.081, -0.138, 1.331, -0.429, -0.129, -0.081, -0.129, -0.121, -0.111, -0.405, -0.121, -0.091, -0.094, -0.101, -0.117, 0.028, 0.079, 0.046, 0.057, 0.092, 0.103, 0.079, 0.100, 0.093, 0.088, 0.086, 0.092, 0.109, 0.082, 0.094, 0.095, 0.114, 0.121, 0.111, 0.103, 0.088, 0.107, 0.090, 0.087, -0.085, 0.057, 0.029, -0.272, 0.044, 0.026, -0.235, -0.018, -0.049, -0.308, 0.009, 0.051, -0.090, 0.033, 0.033, -0.091, -0.420, -0.275, -0.087, -0.528, -0.051, -0.144, -0.018, -0.083, -0.100, -0.087, -0.023, 0.104, 0.093, 0.103, 0.092, 0.121, 0.061, -0.821, 0.637, -0.259, -0.030, -0.098, 0.059, -0.077, -0.023, 0.101, 0.117, 0.093, 0.131, 0.126, 0.101, -0.135, -0.110, -0.108, -0.374, -0.142, -0.086, 1.574, -0.384, -0.110, -0.086, -0.102, -0.079, -0.168, -0.335, -0.099, -0.075, -0.124, -0.110, -0.131, 0.092, 0.097, 0.058, 0.104, 0.082, 0.100, 0.102, 0.093, 0.088, 0.084, 0.088, 0.080, 0.101, 0.083, 0.070]
}

# 2
{
  "formula": "C57H62BrN6O14P",
  "method": "ωB97M-V/def2-TZVPD",
  "gap_ev": 7.74,
  "multiplicity": 1,
  "homo_ev": -8.4974,
  "largest_force_ha_per_bohr": 0.0206,
  "elements": ["C", "C", "C", "P", "Br", "C", "C", "O", "C", "C", "O", "C", "C", "C", "C", "C", "C", "C", "C", "C", "C", "C", "C", "C", "C", "H", "H", "H", "H", "H", "H", "H", "H", "H", "H", "H", "H", "H", "H", "H", "H", "H", "H", "H", "H", "H", "H", "H", "H", "H", "H", "H", "H", "H", "H", "H", "H", "O", "N", "O", "C", "C", "C", "C", "C", "C", "H", "H", "H", "H", "H", "O", "N", "O", "C", "C", "C", "C", "C", "C", "H", "H", "H", "H", "H", "O", "N", "O", "C", "C", "C", "C", "C", "C", "H", "H", "H", "H", "H", "O", "N", "O", "C", "C", "C", "C", "C", "C", "H", "H", "H", "H", "H", "O", "N", "O", "C", "C", "C", "C", "C", "C", "H", "H", "H", "H", "H", "O", "N", "O", "C", "C", "C", "C", "C", "C", "H", "H", "H", "H", "H"],
  "positions_angstrom": [[-3.329, -7.776, -5.145], [-3.209, -6.727, -5.708], [-2.992, -5.474, -6.396], [-4.142, -5.297, -7.838], [-4.013, -3.082, -8.199], [-5.785, -5.461, -7.049], [-6.043, -4.614, -5.784], [-6.009, -5.474, -4.659], [-6.892, -5.102, -3.612], [-7.022, -6.282, -2.654], [-6.540, -6.033, -1.343], [-5.241, -5.592, -1.256], [-4.246, -5.905, -2.166], [-2.974, -5.409, -1.985], [-2.629, -4.617, -0.899], [-1.203, -4.067, -0.660], [-0.228, -4.730, -1.641], [-0.806, -4.501, 0.762], [-1.302, -2.541, -0.856], [-0.216, -1.621, -0.264], [-0.402, -1.372, 1.243], [-0.418, -0.247, -0.943], [1.222, -2.051, -0.577], [-3.640, -4.318, 0.012], [-4.916, -4.789, -0.177], [-3.244, -8.602, -4.485], [-3.086, -4.643, -5.694], [-1.970, -5.469, -6.768], [-6.525, -5.261, -7.820], [-5.873, -6.516, -6.794], [-5.222, -3.902, -5.686], [-6.999, -4.103, -5.876], [-6.519, -4.215, -3.094], [-7.869, -4.861, -4.038], [-8.076, -6.514, -2.532], [-6.571, -7.163, -3.109], [-4.463, -6.517, -3.025], [-2.250, -5.671, -2.741], [-0.424, -5.794, -1.722], [0.781, -4.651, -1.244], [-0.228, -4.274, -2.629], [-1.364, -3.916, 1.489], [0.251, -4.360, 0.966], [-1.088, -5.535, 0.937], [-2.264, -2.179, -0.505], [-1.298, -2.370, -1.936], [-0.080, -0.372, 1.518], [-1.432, -1.549, 1.544], [0.212, -2.063, 1.819], [-0.401, -0.315, -2.029], [0.352, 0.434, -0.587], [-1.363, 0.197, -0.629], [1.848, -1.167, -0.501], [1.308, -2.382, -1.610], [1.585, -2.809, 0.109], [-3.473, -3.717, 0.894], [-5.685, -4.556, 0.547], [3.900, 2.053, 1.126], [4.065, 1.264, 0.215], [3.840, 0.072, 0.298], [4.581, 1.782, -1.058], [4.882, 3.128, -1.158], [5.387, 3.611, -2.354], [5.582, 2.750, -3.426], [5.265, 1.402, -3.307], [4.761, 0.909, -2.115], [4.728, 3.791, -0.320], [5.634, 4.659, -2.451], [5.982, 3.133, -4.355], [5.414, 0.734, -4.144], [4.515, -0.138, -2.014], [-8.701, 1.922, -0.420], [-7.504, 1.979, -0.224], [-6.913, 2.976, 0.145], [-6.712, 0.761, -0.452], [-7.347, -0.379, -0.907], [-6.591, -1.516, -1.137], [-5.219, -1.507, -0.911], [-4.605, -0.352, -0.443], [-5.351, 0.792, -0.211], [-8.413, -0.383, -1.082], [-7.073, -2.417, -1.493], [-4.657, -2.414, -1.084], [-3.539, -0.339, -0.261], [-4.875, 1.692, 0.150], [7.523, 2.913, 6.832], [6.719, 2.839, 5.924], [5.775, 3.590, 5.776], [6.890, 1.756, 4.946], [7.926, 0.855, 5.113], [8.066, -0.184, 4.207], [7.175, -0.310, 3.150], [6.146, 0.609, 2.993], [5.999, 1.650, 3.892], [8.614, 0.956, 5.939], [8.868, -0.898, 4.330], [7.280, -1.127, 2.448], [5.450, 0.509, 2.177], [5.194, 2.359, 3.768], [1.957, -2.621, 5.108], [2.555, -2.764, 6.156], [2.677, -3.820, 6.743], [3.176, -1.572, 6.757], [3.028, -0.351, 6.128], [3.601, 0.771, 6.706], [4.314, 0.658, 7.892], [4.457, -0.581, 8.505], [3.884, -1.707, 7.937], [2.475, -0.270, 5.204], [3.495, 1.736, 6.229], [4.759, 1.537, 8.339], [5.014, -0.669, 9.427], [3.989, -2.673, 8.408], [-2.577, 6.016, 0.902], [-3.139, 6.938, 1.458], [-2.589, 7.754, 2.169], [-4.591, 7.076, 1.256], [-5.251, 6.144, 0.477], [-6.619, 6.267, 0.303], [-7.305, 7.314, 0.903], [-6.623, 8.245, 1.676], [-5.254, 8.129, 1.858], [-4.712, 5.331, 0.014], [-7.149, 5.540, -0.296], [-8.375, 7.403, 0.770], [-7.158, 9.061, 2.142], [-4.717, 8.847, 2.459], [8.944, 6.078, -3.355], [7.911, 6.460, -2.850], [6.810, 6.347, -3.359], [7.986, 7.100, -1.528], [9.223, 7.265, -0.934], [9.290, 7.879, 0.307], [8.129, 8.312, 0.933], [6.895, 8.131, 0.323], [6.818, 7.521, -0.918], [10.122, 6.924, -1.426], [10.250, 8.020, 0.784], [8.186, 8.794, 1.900], [5.992, 8.467, 0.813], [5.862, 7.380, -1.400]],
  "lowdin_charge": [0.114, -0.233, -0.453, 0.591, 0.246, -0.411, -0.267, -0.177, -0.172, -0.149, -0.040, -0.276, 0.000, -0.012, -0.173, -0.453, -0.055, -0.029, -0.106, -0.559, -0.042, -0.060, -0.042, -0.061, -0.019, 0.038, 0.075, 0.082, 0.069, 0.080, 0.075, 0.118, 0.122, 0.124, 0.126, 0.127, 0.084, 0.099, 0.082, 0.071, 0.088, 0.071, 0.076, 0.096, 0.088, 0.125, 0.082, 0.079, 0.074, 0.086, 0.077, 0.069, 0.055, 0.084, 0.077, 0.121, 0.127, 0.069, -0.346, 0.060, -0.147, 0.006, -0.053, -0.054, -0.061, -0.002, 0.119, 0.080, 0.113, 0.109, 0.119, 0.083, -0.346, 0.064, -0.148, 0.000, -0.053, -0.051, -0.045, 0.005, 0.119, 0.100, 0.080, 0.083, 0.120, 0.072, -0.353, 0.067, -0.154, -0.005, -0.065, -0.059, -0.052, 0.000, 0.118, 0.107, 0.109, 0.073, 0.117, 0.073, -0.355, 0.076, -0.148, 0.001, -0.066, -0.068, -0.063, -0.005, 0.120, 0.106, 0.109, 0.108, 0.118, 0.074, -0.355, 0.074, -0.148, -0.001, -0.064, -0.066, -0.068, -0.008, 0.117, 0.096, 0.107, 0.106, 0.118, 0.088, -0.343, 0.048, -0.149, -0.002, -0.062, -0.066, -0.061, -0.005, 0.120, 0.109, 0.109, 0.110, 0.119]
}